Computed, not measured: C34H34IN8O2Ti as an isolated structure, with the ωB97M-V functional and the def2-TZVPD basis.

Computed properties:
E	-83034.724	eV
orbital gap (spin up / spin down)	0.281 / 0.279	Eh
net charge	+2
HOMO (spin up / spin down)	-0.48417 / -0.48385	Eh
spin multiplicity	2

Structure (XYZ):
```
80
C34H34IN8O2Ti, DFT the ωB97M-V functional and the def2-TZVPD basis
Ti 0.22 0.04 0.40
C -1.35 -2.23 2.14
N -1.22 -0.76 2.06
C -0.89 -0.26 3.43
C 0.32 0.63 3.51
C 0.64 1.22 4.72
C 1.80 1.97 4.82
C 2.61 2.09 3.70
C 2.21 1.49 2.53
N 1.08 0.78 2.42
C -2.52 -0.17 1.63
C -2.37 1.32 1.53
C -3.39 2.20 1.83
C -3.14 3.56 1.70
C -1.88 3.98 1.29
C -0.92 3.03 1.02
N -1.16 1.72 1.13
C -1.52 -2.85 0.79
C -1.98 -4.15 0.67
C -2.15 -4.69 -0.59
C -1.86 -3.88 -1.68
C -1.40 -2.60 -1.47
N -1.22 -2.08 -0.24
H -2.20 -2.49 2.78
H -0.46 -2.64 2.62
H -0.72 -1.11 4.09
H -1.75 0.27 3.85
H -0.01 1.09 5.57
H 2.07 2.44 5.75
H 3.53 2.65 3.74
H 2.81 1.57 1.63
H -3.31 -0.46 2.33
H -2.77 -0.57 0.65
H -4.35 1.84 2.15
H -3.92 4.28 1.92
H -1.65 5.03 1.19
H 0.07 3.30 0.70
H -2.22 -4.73 1.56
H -2.50 -5.70 -0.72
H -2.00 -4.24 -2.70
H -1.18 -1.96 -2.31
C 2.32 -2.71 -2.59
C 1.83 -1.98 -1.38
N 1.05 -0.97 -1.41
N 0.62 -0.49 -2.62
C -0.37 0.36 -2.42
O -0.81 0.62 -1.24
C -0.99 1.02 -3.58
C -2.02 1.94 -3.36
C -2.59 2.60 -4.43
C -2.13 2.37 -5.72
C -1.11 1.46 -5.94
C -0.53 0.78 -4.88
C 2.19 -2.41 -0.02
C 3.00 -3.51 0.19
C 3.32 -3.88 1.49
C 2.81 -3.13 2.53
C 2.01 -2.05 2.23
N 1.67 -1.68 0.98
H 1.94 -3.74 -2.58
H 3.41 -2.77 -2.60
H 1.97 -2.22 -3.49
H -2.36 2.11 -2.35
H -3.40 3.31 -4.26
H -2.58 2.89 -6.56
H -0.76 1.27 -6.95
H 0.26 0.07 -5.04
H 3.39 -4.07 -0.65
H 3.96 -4.74 1.68
H 3.04 -3.36 3.56
H 1.62 -1.44 3.03
N 2.55 1.74 -2.29
C 2.09 2.27 -1.16
O 1.54 1.62 -0.25
C 2.29 3.75 -0.98
I 0.98 4.80 -2.30
H 2.27 0.81 -2.55
H 2.87 2.35 -3.02
H 3.30 4.05 -1.22
H 2.03 4.04 0.03
```

---

Computed, not measured: C34H34IrN2O2PS4 as an isolated structure, with the ωB97M-V functional and the def2-TZVPD basis.

Computed properties:
E	-98356.643	eV
orbital gap (spin up / spin down)	0.177 / 0.234	Eh
net charge	-1
HOMO (spin up / spin down)	-0.08728 / -0.16189	Eh
spin multiplicity	6

Structure (XYZ):
```
78
C34H34IrN2O2PS4, DFT the ωB97M-V functional and the def2-TZVPD basis
Ir -0.94 -0.05 0.37
C 0.04 4.55 -3.05
C -0.49 5.56 -2.03
C -1.95 5.87 -2.36
C 0.35 6.84 -2.16
C -0.41 5.01 -0.61
C -0.57 5.88 0.49
C -0.52 5.41 1.80
C -0.31 4.06 2.01
S -0.21 3.17 3.50
C -0.01 1.68 2.59
N -0.02 1.85 1.28
C -0.18 3.18 0.93
C -0.22 3.66 -0.37
C 0.00 0.38 3.20
C -0.60 0.20 4.46
C -0.92 -1.04 4.93
C -0.66 -2.18 4.13
C -0.01 -2.05 2.94
C 0.42 -0.79 2.45
H 0.01 4.99 -4.05
H -0.58 3.64 -3.07
H 1.06 4.25 -2.83
H -2.04 6.27 -3.38
H -2.36 6.61 -1.67
H -2.56 4.97 -2.30
H 0.38 7.16 -3.21
H 1.38 6.67 -1.82
H -0.06 7.67 -1.58
H -0.74 6.93 0.33
H -0.65 6.10 2.63
H -0.12 2.94 -1.17
H -0.88 1.07 5.04
H -1.41 -1.15 5.90
H -0.96 -3.17 4.48
H 0.25 -2.94 2.39
C -1.94 2.98 -5.61
C -1.42 1.62 -5.17
O -2.35 0.94 -4.34
P -2.33 1.34 -2.72
S -2.94 0.15 1.16
S -0.55 0.50 -2.08
O -3.45 0.23 -2.27
C -4.78 0.67 -2.04
C -5.46 1.21 -3.29
H -1.17 3.52 -6.18
H -2.20 3.59 -4.74
H -2.82 2.88 -6.23
H -0.46 1.71 -4.66
H -1.27 0.98 -6.04
H -4.79 1.42 -1.24
H -5.31 -0.20 -1.66
H -4.95 2.09 -3.67
H -6.50 1.47 -3.07
H -5.45 0.45 -4.08
S 1.13 -4.11 -0.83
C -0.49 -4.13 -1.47
C -1.08 -5.05 -2.32
C -2.38 -4.81 -2.73
C -3.07 -3.67 -2.28
C -2.48 -2.77 -1.43
C -1.17 -3.00 -1.02
N -0.43 -2.16 -0.20
C 0.80 -2.57 -0.04
C 1.85 -1.79 0.58
C 3.16 -1.93 0.08
C 4.15 -1.03 0.38
C 3.84 0.07 1.20
C 2.59 0.20 1.75
C 1.56 -0.76 1.53
H -0.54 -5.92 -2.67
H -2.87 -5.50 -3.41
H -4.08 -3.49 -2.63
H -2.99 -1.87 -1.09
H 3.37 -2.74 -0.61
H 5.14 -1.15 -0.04
H 4.60 0.81 1.42
H 2.40 1.02 2.43
```

---

Computed, not measured: C34H35As2Cl5O5TeV as an isolated structure, with the ωB97M-V functional and the def2-TZVPD basis.

Computed properties:
E	-263337.501	eV
orbital gap (spin up / spin down)	0.241 / 0.243	Eh
net charge	-1
HOMO (spin up / spin down)	-0.15643 / -0.15748	Eh
spin multiplicity	3

Structure (XYZ):
```
83
C34H35As2Cl5O5TeV, DFT the ωB97M-V functional and the def2-TZVPD basis
V -1.13 -0.69 1.05
C 0.08 -0.27 4.63
As 0.42 0.01 2.72
C 2.35 -0.43 2.77
C 0.44 1.96 2.78
C 1.62 2.70 2.76
C 1.59 4.08 2.75
C 0.38 4.74 2.76
C -0.80 4.02 2.79
C -0.79 2.63 2.82
As -2.46 1.60 2.96
C -2.96 2.35 4.75
C -3.66 2.79 1.94
H 0.72 0.41 5.22
H 0.30 -1.30 4.91
H -0.97 -0.07 4.84
H 2.81 -0.03 3.68
H 2.86 -0.04 1.89
H 2.43 -1.52 2.78
H 2.57 2.18 2.72
H 2.52 4.64 2.74
H 0.34 5.82 2.74
H -1.74 4.54 2.80
H -2.80 3.43 4.80
H -2.40 1.87 5.55
H -4.02 2.15 4.92
H -3.81 3.75 2.43
H -4.63 2.30 1.83
H -3.25 2.95 0.94
Cl -5.19 -5.81 0.84
C -4.15 -4.61 1.51
C -4.25 -4.26 2.84
Cl -5.38 -5.08 3.86
C -3.46 -3.24 3.36
Cl -3.62 -2.75 5.01
C -2.58 -2.54 2.54
O -1.87 -1.52 2.87
C -2.39 -2.98 1.20
O -1.42 -2.38 0.58
C -3.21 -3.98 0.69
Cl -3.12 -4.38 -0.98
C 5.54 0.09 -4.63
C 4.41 0.24 -3.65
C 3.62 1.38 -3.64
C 2.57 1.53 -2.75
C 1.74 2.77 -2.83
C 2.30 0.54 -1.80
Te 0.65 0.88 -0.43
C 3.11 -0.60 -1.79
C 2.96 -1.68 -0.75
C 4.12 -0.75 -2.72
H 5.63 0.99 -5.24
H 5.37 -0.76 -5.30
H 6.49 -0.07 -4.12
H 3.83 2.17 -4.35
H 2.08 3.42 -3.64
H 1.79 3.31 -1.89
H 0.70 2.50 -2.99
H 1.97 -1.68 -0.29
H 3.70 -1.53 0.04
H 3.15 -2.66 -1.19
H 4.72 -1.65 -2.70
C 0.07 -3.24 -2.01
C 0.07 -2.11 -3.00
C 1.03 -2.05 -3.99
C 1.02 -1.03 -4.92
Cl 2.22 -1.00 -6.16
C 0.06 -0.04 -4.86
C -0.89 -0.07 -3.85
C -0.90 -1.10 -2.92
O -1.79 -1.22 -1.89
C -2.88 -0.33 -1.76
C -2.53 0.90 -0.88
O -2.72 2.04 -1.28
O -2.10 0.58 0.28
H 0.97 -3.83 -2.13
H -0.80 -3.87 -2.17
H 0.01 -2.85 -0.99
H 1.79 -2.82 -4.04
H 0.07 0.76 -5.58
H -1.60 0.74 -3.80
H -3.65 -0.89 -1.22
H -3.27 0.00 -2.73
```